Density functional theory data (ωB97M-V with the def2-TZVPD basis set) for 14 unconnected molecules or ions with the total composition C38H109N5O23.

Results
Net charge ... 0
Largest force on an atom ... 2.8 eV/A
HOMO-LUMO gap ... 9.31 eV
E ... -95711.247 eV
E_HOMO ... -0.3375 Ha

XYZ file:
```
175
C38H109N5O23 (ωB97M-V with the def2-TZVPD basis set)
C -3.393 4.581 28.718
C -3.640 3.187 28.124
C -3.370 3.075 26.684
O -4.258 3.936 25.979
C -4.051 3.944 24.611
N -2.879 2.172 28.844
H -3.878 4.723 29.683
H -3.805 5.367 28.097
H -2.336 4.728 28.807
H -4.689 2.911 28.303
H -3.564 2.034 26.355
H -2.305 3.360 26.528
H -4.956 4.339 24.161
H -3.904 2.905 24.257
H -3.199 4.536 24.287
H -3.257 1.236 28.732
H -1.919 2.199 28.513
C -7.115 -3.233 21.472
C -6.647 -3.189 22.941
C -7.737 -3.169 23.957
O -8.385 -4.363 24.060
C -9.456 -4.358 24.912
N -5.625 -4.240 23.164
H -6.188 -3.174 20.853
H -7.880 -2.496 21.271
H -7.498 -4.219 21.194
H -6.184 -2.195 23.095
H -8.425 -2.371 23.628
H -7.299 -2.788 24.926
H -9.585 -5.432 24.995
H -10.317 -3.908 24.399
H -9.293 -3.938 25.930
H -5.464 -4.274 24.173
H -6.160 -5.107 23.009
C -14.036 4.016 22.512
C -13.582 3.406 23.823
C -12.088 3.221 23.800
O -11.633 2.222 22.934
C -10.229 2.201 22.728
N -14.052 4.256 24.908
H -13.578 5.015 22.392
H -15.087 4.253 22.576
H -13.876 3.405 21.623
H -14.052 2.449 23.983
H -11.812 3.095 24.881
H -11.579 4.149 23.448
H -9.944 3.132 22.181
H -9.998 1.315 22.146
H -9.714 2.212 23.681
H -13.818 3.969 25.836
H -13.853 5.244 24.763
C -9.329 6.096 23.501
C -8.331 6.446 22.386
C -7.014 6.680 23.036
O -7.013 7.806 23.892
C -6.658 9.007 23.272
N -8.217 5.257 21.469
H -9.030 5.182 24.055
H -10.305 5.987 23.056
H -9.333 6.890 24.250
H -8.658 7.348 21.870
H -6.197 6.699 22.285
H -6.797 5.780 23.630
H -6.704 9.705 24.094
H -7.314 9.259 22.415
H -5.603 8.890 22.936
H -9.138 5.031 21.052
H -7.574 5.558 20.696
C -2.195 3.491 19.875
C -2.922 3.944 21.155
C -2.581 5.443 21.505
O -1.189 5.541 21.706
C -0.769 6.869 21.825
N -4.347 3.688 21.085
H -2.333 4.196 19.069
H -2.560 2.479 19.562
H -1.132 3.428 20.048
H -2.522 3.326 21.932
H -3.132 5.819 22.383
H -2.921 6.125 20.678
H -1.276 7.239 22.722
H -0.940 7.489 20.949
H 0.307 6.750 21.896
H -4.855 3.962 21.934
H -4.708 4.199 20.271
C -11.787 -0.989 25.355
C -10.439 -0.642 25.781
O -9.589 -0.514 24.655
O -12.467 0.154 24.924
H -12.375 -1.416 26.154
H -11.733 -1.710 24.524
H -10.014 -1.407 26.414
H -10.551 0.350 26.254
H -8.720 -0.160 24.876
H -12.043 0.521 24.160
C -3.469 -1.172 26.905
C -4.332 -1.836 25.881
O -4.945 -0.880 25.021
O -4.362 -0.447 27.832
H -2.821 -0.428 26.402
H -2.848 -1.863 27.479
H -5.141 -2.370 26.388
H -3.645 -2.528 25.330
H -4.277 -0.630 24.351
H -4.916 0.045 27.225
C -7.592 -0.639 18.813
C -8.491 -0.767 17.634
O -9.243 -1.960 17.606
O -6.705 0.478 18.645
H -7.100 -1.595 18.900
H -8.263 -0.494 19.679
H -7.874 -0.732 16.732
H -9.199 0.095 17.566
H -8.746 -2.684 17.211
H -6.301 0.750 19.494
C -5.964 0.577 21.964
C -7.180 1.390 22.031
O -6.825 2.805 22.343
O -5.076 1.013 20.930
H -6.339 -0.403 21.667
H -5.527 0.630 22.962
H -7.879 0.973 22.769
H -7.720 1.270 21.065
H -7.426 3.478 22.002
H -4.752 1.994 21.023
C -6.578 4.240 18.240
C -5.551 3.326 17.573
O -6.207 2.471 16.653
O -5.924 5.198 19.104
H -7.254 3.683 18.892
H -7.205 4.664 17.444
H -5.007 2.840 18.402
H -4.836 3.918 17.002
H -6.244 1.652 17.146
H -5.710 5.969 18.580
C -10.678 -1.682 21.031
C -11.981 -1.107 21.394
O -12.299 0.131 20.758
O -9.588 -0.933 21.577
H -10.492 -1.660 19.953
H -10.545 -2.721 21.356
H -12.021 -1.036 22.482
H -12.734 -1.822 21.043
H -12.157 0.777 21.462
H -9.599 -1.085 22.540
C -2.998 -1.201 19.627
C -4.298 -1.835 19.235
O -4.008 -3.253 18.950
O -2.431 -1.695 20.825
H -3.229 -0.141 19.825
H -2.302 -1.221 18.793
H -4.676 -1.403 18.283
H -5.079 -1.723 19.977
H -4.720 -3.824 19.260
H -2.587 -2.640 20.707
C -6.825 1.963 25.549
C -7.658 2.895 26.420
O -9.015 2.790 25.924
O -7.161 0.584 25.666
H -5.768 2.143 25.814
H -7.003 2.284 24.499
H -7.190 3.875 26.344
H -7.597 2.502 27.438
H -9.529 3.380 26.477
H -6.449 0.119 25.190
C -2.422 0.787 23.108
C -0.948 0.911 22.693
O -0.750 0.719 21.284
O -2.845 -0.594 23.236
H -3.087 1.316 22.419
H -2.473 1.264 24.092
H -0.384 0.235 23.333
H -0.511 1.890 22.873
H -1.102 -0.154 21.063
H -3.081 -1.025 22.387
```


Density functional theory data (ωB97M-V with the def2-TZVPD basis set) for 14 unconnected molecules or ions with the total composition C38H110F6N8O14P.

Results
Net charge ... -1
Largest force on an atom ... 3.1 eV/A
HOMO-LUMO gap ... 7.43 eV
E ... -107368.518 eV
E_HOMO ... -0.1986 Ha

XYZ file:
```
177
C38H110F6N8O14P (ωB97M-V with the def2-TZVPD basis set)
P 0.005 -0.426 -0.301
F -0.637 -1.895 -0.624
F -0.840 -0.316 1.082
F 1.225 -1.067 0.561
F 0.612 1.050 0.013
F 0.845 -0.675 -1.660
F -1.191 0.299 -1.097
C -4.198 -1.112 -4.076
O -3.884 -0.662 -2.823
H -3.487 -1.910 -4.291
H -5.265 -1.334 -4.102
H -4.068 -0.373 -4.867
H -3.564 0.239 -2.908
C -0.239 -2.461 4.358
O -1.582 -2.845 4.662
H -0.170 -1.591 3.705
H 0.452 -2.372 5.196
H 0.228 -3.265 3.789
H -2.059 -3.070 3.860
C -0.773 -0.840 -4.491
O -0.666 -1.862 -3.487
H 0.149 -0.453 -4.924
H -1.281 -1.370 -5.296
H -1.290 0.058 -4.152
H -0.085 -1.476 -2.828
C 0.262 -4.431 0.817
O -0.872 -4.496 -0.104
H 0.769 -3.466 0.804
H -0.076 -4.695 1.819
H 1.082 -5.106 0.571
H -0.361 -4.461 -0.916
C -4.646 1.091 5.927
C -3.825 -0.021 5.324
C -2.743 0.568 4.486
O -3.205 1.508 3.459
C -2.159 2.177 2.878
N -3.310 -0.871 6.356
H -5.424 0.773 6.621
H -5.158 1.713 5.192
H -4.058 1.785 6.528
H -4.496 -0.702 4.801
H -2.233 -0.246 3.972
H -2.114 1.106 5.195
H -1.576 1.504 2.249
H -1.480 2.724 3.531
H -2.547 2.843 2.106
H -2.717 -1.534 5.876
H -2.666 -0.328 6.914
C -0.451 5.375 5.381
C 0.975 5.012 5.838
C 1.666 4.046 4.806
O 0.937 2.818 4.591
C 1.404 1.966 3.611
N 1.743 6.267 6.024
H -0.952 5.960 6.152
H -1.052 4.474 5.258
H -0.466 5.963 4.464
H 0.994 4.472 6.785
H 2.708 3.934 5.104
H 1.715 4.539 3.834
H 2.493 1.935 3.644
H 1.140 2.213 2.583
H 1.104 0.961 3.908
H 1.297 6.779 6.772
H 2.626 6.050 6.465
C 3.325 -3.390 3.165
C 3.997 -1.990 2.788
C 4.736 -2.111 1.380
O 5.856 -3.000 1.287
C 6.900 -2.801 2.262
N 3.002 -0.964 2.794
H 4.022 -4.213 3.005
H 2.417 -3.503 2.573
H 3.068 -3.370 4.224
H 4.744 -1.764 3.549
H 5.023 -1.129 1.006
H 4.000 -2.376 0.621
H 6.546 -2.765 3.292
H 7.516 -1.909 2.146
H 7.584 -3.649 2.218
H 2.273 -1.357 2.215
H 3.388 -0.230 2.217
C -2.520 4.057 -1.420
C -3.408 3.199 -2.316
C -4.133 3.924 -3.414
O -5.044 4.840 -2.914
C -5.783 5.566 -3.874
N -2.608 2.033 -2.752
H -1.914 3.461 -0.738
H -3.115 4.803 -0.894
H -1.805 4.557 -2.074
H -4.252 2.856 -1.718
H -4.667 3.205 -4.036
H -3.438 4.436 -4.079
H -5.218 6.207 -4.551
H -6.417 6.302 -3.380
H -6.370 4.913 -4.519
H -1.998 1.770 -1.992
H -2.082 2.377 -3.543
C 5.575 2.509 1.662
C 4.125 2.533 1.081
C 4.082 3.576 -0.116
O 4.569 4.862 0.217
C 4.516 5.827 -0.848
N 3.724 1.153 0.694
H 6.305 2.259 0.892
H 5.704 1.850 2.521
H 5.742 3.537 1.984
H 3.404 2.928 1.797
H 3.065 3.666 -0.498
H 4.612 3.155 -0.971
H 5.278 5.436 -1.522
H 5.042 6.748 -0.597
H 3.578 5.993 -1.380
H 4.235 0.844 -0.120
H 2.772 1.189 0.358
C 3.777 3.446 -5.124
C 3.531 2.514 -3.989
C 2.239 1.638 -3.990
O 1.037 2.441 -3.911
C 0.945 3.016 -2.657
N 4.751 1.653 -3.920
H 3.870 2.877 -6.049
H 4.642 4.089 -4.960
H 2.935 4.104 -5.337
H 3.526 3.172 -3.120
H 2.255 0.864 -3.223
H 2.194 1.138 -4.958
H 1.573 3.893 -2.502
H 1.080 2.396 -1.771
H -0.070 3.408 -2.595
H 5.536 2.274 -3.786
H 4.865 1.149 -4.788
C 2.473 -3.448 -2.310
C 1.590 -4.203 -3.351
C 2.345 -5.129 -4.296
O 1.373 -5.833 -5.174
C 1.998 -6.706 -6.055
N 0.564 -4.918 -2.595
H 3.050 -2.725 -2.887
H 3.170 -4.192 -1.926
H 1.955 -2.848 -1.561
H 1.018 -3.418 -3.846
H 3.012 -5.862 -3.841
H 2.994 -4.515 -4.921
H 1.272 -7.235 -6.673
H 2.605 -7.456 -5.548
H 2.642 -6.121 -6.711
H 1.019 -5.570 -1.971
H 0.229 -5.606 -3.254
C -4.077 0.552 0.521
C -3.883 -0.931 0.881
C -5.273 -1.545 1.179
O -5.017 -2.967 1.407
C -5.652 -3.400 2.585
N -3.207 -1.688 -0.177
H -4.670 0.703 -0.382
H -3.159 1.074 0.251
H -4.647 1.055 1.302
H -3.316 -1.010 1.808
H -6.003 -1.450 0.375
H -5.770 -1.069 2.024
H -5.456 -4.457 2.763
H -6.739 -3.337 2.525
H -5.240 -2.848 3.430
H -2.284 -1.281 -0.219
H -3.602 -1.065 -0.868
C -2.876 -5.900 -2.893
C -2.411 -4.464 -3.332
O -2.330 -3.608 -2.188
O -3.430 -5.921 -1.544
H -2.023 -6.578 -2.892
H -3.533 -6.411 -3.596
H -3.133 -4.037 -4.027
H -1.491 -4.394 -3.912
H -1.723 -2.968 -2.566
H -3.569 -6.868 -1.467
```